{
  "formula": "C8H25AgN5O5",
  "method": "the ωB97M-V functional and the def2-TZVPD basis",
  "lumo_energy_ev": [0.3, -1.9],
  "homo_energy_ev": [-7.41, -7.19],
  "orbital_gap_ev": [7.70, 5.34],
  "multiplicity": 2,
  "e_tot_ev": -30384.463,
  "largest_force_ev_per_a": 5.35,
  "species": ["Ag", "C", "O", "H", "H", "H", "C", "O", "H", "H", "H", "C", "C", "C", "O", "C", "N", "H", "H", "H", "H", "H", "H", "H", "H", "H", "H", "H", "C", "O", "N", "N", "H", "H", "H", "H", "C", "O", "N", "N", "H", "H", "H", "H"],
  "coordinates": [[1.462, -0.816, 1.508], [1.734, -0.488, 4.647], [2.544, 0.065, 3.617], [1.164, -1.360, 4.327], [2.192, -0.897, 5.548], [0.976, 0.201, 5.018], [4.568, -1.590, -0.050], [3.445, -2.151, 0.676], [4.769, -2.321, -0.833], [4.377, -0.691, -0.636], [5.500, -1.569, 0.516], [0.330, -0.926, -2.046], [0.263, 0.303, -2.983], [-1.221, 0.783, -3.087], [-2.046, 0.014, -3.908], [-3.114, -0.602, -3.208], [1.209, 1.213, -2.391], [0.029, -0.774, -1.009], [1.303, -1.412, -1.983], [-0.294, -1.780, -2.309], [0.564, -0.084, -3.956], [-1.212, 1.696, -3.682], [-1.682, 1.101, -2.152], [-3.729, 0.039, -2.576], [-2.606, -1.333, -2.578], [-3.790, -1.143, -3.870], [2.002, 0.642, -2.138], [0.960, 1.480, -1.449], [-2.002, -1.227, 0.688], [-0.969, -1.609, 1.154], [-2.213, 0.052, 0.433], [-3.054, -1.947, 0.362], [-1.490, 0.720, 0.662], [-3.161, 0.281, 0.170], [-3.976, -1.537, 0.320], [-2.920, -2.947, 0.303], [0.063, 2.170, 1.767], [0.256, 1.328, 0.923], [0.686, 2.168, 2.868], [-0.742, 3.225, 1.650], [0.336, 2.775, 3.595], [1.438, 1.545, 3.124], [-1.195, 3.340, 0.754], [-0.750, 4.064, 2.213]]
}

---

{
  "formula": "C33H41N3O5",
  "method": "the ωB97M-V functional and the def2-TZVPD basis",
  "lumo_energy_ev": 0.6,
  "homo_energy_ev": -6.52,
  "orbital_gap_ev": 7.13,
  "de_lowest_kj_mol": 118.9,
  "multiplicity": 1,
  "e_tot_ev": -49590.399,
  "largest_force_ev_per_a": 5.11,
  "species": ["C", "O", "C", "C", "O", "O", "C", "C", "O", "O", "C", "H", "H", "H", "H", "H", "H", "H", "H", "H", "C", "N", "C", "C", "C", "C", "C", "C", "C", "C", "C", "C", "C", "C", "N", "C", "C", "C", "C", "C", "C", "C", "C", "N", "C", "C", "C", "C", "C", "C", "H", "H", "H", "H", "H", "H", "H", "H", "H", "H", "H", "H", "H", "H", "H", "H", "H", "H", "H", "H", "H", "H", "H", "H", "H", "H", "H", "H", "H", "H", "H", "H"],
  "coordinates": [[-1.269, 2.690, 2.061], [-0.510, 1.954, 1.033], [-1.064, 0.791, 0.617], [-2.403, 0.946, -0.142], [-2.900, 0.012, -0.760], [-2.899, 2.189, -0.206], [-3.868, 2.491, -1.237], [-1.581, -0.098, 1.788], [-2.620, -0.792, 1.708], [-0.857, -0.061, 2.913], [-1.294, -1.031, 3.898], [-0.829, 3.698, 2.048], [-2.339, 2.666, 1.819], [-1.080, 2.204, 3.033], [-3.719, 3.549, -1.469], [-3.690, 1.869, -2.117], [-4.892, 2.360, -0.852], [-0.765, -0.791, 4.828], [-2.385, -0.984, 4.046], [-1.036, -2.032, 3.543], [1.997, 4.380, -4.875], [0.718, 3.782, -4.554], [-0.435, 4.405, -5.156], [0.588, 2.755, -3.667], [-0.637, 2.070, -3.501], [-0.801, 1.122, -2.512], [0.208, 0.871, -1.567], [-0.054, -0.128, -0.474], [1.059, -0.735, 0.153], [1.057, -2.000, 0.777], [2.212, -2.374, 1.590], [3.114, -1.367, 2.001], [4.252, -1.676, 2.736], [4.426, -2.976, 3.267], [5.476, -3.265, 4.090], [5.479, -4.451, 4.934], [6.645, -2.433, 4.220], [3.469, -3.981, 2.936], [2.481, -3.715, 1.997], [-0.034, -2.969, 0.541], [-0.711, -3.086, -0.717], [-1.871, -3.829, -0.807], [-2.189, -4.786, 0.208], [-3.178, -5.715, 0.044], [-3.212, -6.923, 0.861], [-4.286, -5.513, -0.858], [-1.447, -4.753, 1.404], [-0.423, -3.840, 1.579], [1.486, 1.395, -1.845], [1.684, 2.300, -2.888], [2.733, 3.660, -5.248], [1.803, 5.135, -5.639], [2.422, 4.913, -4.010], [-1.311, 4.323, -4.502], [-0.192, 5.461, -5.325], [-0.679, 3.975, -6.146], [-1.475, 2.304, -4.152], [-1.690, 0.472, -2.563], [-0.946, -0.837, -0.693], [2.025, -0.243, 0.002], [2.917, -0.340, 1.733], [4.965, -0.895, 2.922], [4.450, -4.756, 5.227], [5.977, -5.319, 4.460], [6.055, -4.219, 5.837], [6.673, -1.660, 3.458], [6.682, -1.976, 5.217], [7.557, -3.045, 4.132], [3.530, -4.969, 3.368], [1.908, -4.546, 1.578], [-0.274, -2.598, -1.607], [-2.503, -3.710, -1.682], [-2.214, -7.188, 1.250], [-3.896, -6.829, 1.717], [-3.548, -7.768, 0.254], [-4.286, -4.501, -1.249], [-4.246, -6.219, -1.690], [-5.233, -5.691, -0.340], [-1.685, -5.424, 2.222], [0.143, -3.834, 2.516], [2.380, 1.036, -1.319], [2.688, 2.668, -3.088]]
}

---

{
  "formula": "C2H8N2",
  "method": "the ωB97M-V functional and the def2-TZVPD basis",
  "lumo_energy_ev": 0.9,
  "homo_energy_ev": -9.42,
  "orbital_gap_ev": 10.36,
  "de_lowest_kj_mol": 214.3,
  "multiplicity": 1,
  "e_tot_ev": -5181.517,
  "largest_force_ev_per_a": 3.18,
  "species": ["C", "N", "H", "H", "H", "H", "H", "C", "N", "H", "H", "H"],
  "coordinates": [[4.029, -1.168, 0.706], [3.711, 0.139, 0.019], [4.049, -1.895, -0.123], [4.725, -1.069, 1.541], [3.054, -1.396, 1.133], [3.626, 0.877, 0.718], [4.551, 0.439, -0.466], [-4.329, 0.653, -1.028], [-4.472, 0.593, 0.241], [-4.307, 1.568, -1.624], [-4.605, -0.185, -1.659], [-3.987, -0.238, 0.587]]
}

---

{
  "formula": "C9H14O",
  "method": "the ωB97M-V functional and the def2-TZVPD basis",
  "lumo_energy_ev": 0.8,
  "homo_energy_ev": -8.79,
  "orbital_gap_ev": 9.61,
  "de_lowest_kj_mol": 67.2,
  "multiplicity": 1,
  "e_tot_ev": -11606.940,
  "largest_force_ev_per_a": 1.77,
  "species": ["C", "C", "C", "C", "C", "C", "C", "O", "H", "H", "H", "H", "H", "H", "H", "H", "C", "C", "H", "H", "H", "H", "H", "H"],
  "coordinates": [[-2.290, 0.999, 0.981], [-0.903, 0.885, -1.097], [-1.437, 0.228, 0.024], [-0.306, 0.188, -2.118], [-1.435, -1.152, 0.015], [-0.233, -1.204, -2.043], [-0.776, -1.886, -0.976], [0.440, -1.884, -3.046], [-1.058, 1.957, -1.160], [0.156, 0.607, -3.002], [-3.216, 1.297, 0.475], [-1.990, 2.005, 1.235], [-1.699, -1.767, 0.870], [-0.640, -2.955, -0.894], [1.357, -2.038, -2.791], [-2.508, 0.442, 1.889], [1.720, -0.111, 1.580], [2.416, 1.235, 1.382], [2.227, -0.801, 2.259], [0.657, -0.093, 1.787], [1.823, -0.686, 0.650], [2.865, 1.525, 2.300], [3.115, 1.184, 0.551], [1.716, 2.024, 1.130]]
}